1.
C2H7NO2S | the ωB97M-V functional and the def2-TZVPD basis

orbital gap (spin up / spin down): 4.96 / 7.56 eV
E_HOMO (spin up / spin down): -4.272 / -10.357 eV
⟨S²⟩: 2.01

```
! RIJCOSX wB97M-V def2-TZVPD def2/J DEFGRID3
* xyz 0 3
C -0.986 -1.130 0.393
C 1.197 1.567 -1.774
N -0.675 -1.186 1.818
O 0.022 -0.696 -0.554
O 1.294 1.076 0.763
S 0.487 0.900 -0.390
H -1.824 -0.423 0.127
H -1.097 -2.144 0.137
H 0.575 1.478 -2.671
H 2.217 1.196 -1.772
H 0.225 -1.635 1.720
H -0.593 -0.263 2.263
H -0.842 1.260 -0.060
*
```

***

2.
C2H7NO2S2 | the ωB97M-V functional and the def2-TZVPD basis

orbital gap: 9.48 eV
E_HOMO: -9.008 eV

```
! RIJCOSX wB97M-V def2-TZVPD def2/J DEFGRID3
* xyz 0 1
C 1.837 0.110 -0.136
C -1.111 -0.516 0.010
N -2.389 0.156 -0.151
O 0.242 0.972 1.754
O -1.058 -1.383 1.000
S 2.034 -0.567 -1.729
S 0.249 0.905 0.315
H 1.975 -0.802 0.472
H 2.623 0.886 0.076
H -0.787 -0.861 -0.979
H -2.205 0.923 -0.829
H -2.482 0.548 0.791
H -0.873 -0.828 1.831
H 1.945 0.457 -2.426
*
```

***

3.
C2H7NO3 | the ωB97M-V functional and the def2-TZVPD basis

SMILES: O=CNCO.O
orbital gap: 10.77 eV
E_HOMO: -10.134 eV

```
! RIJCOSX wB97M-V def2-TZVPD def2/J DEFGRID3
* xyz 0 1
O -0.697 -0.584 1.355
C -1.156 0.482 0.962
N -0.696 1.207 -0.241
C 0.753 1.044 -0.595
O 0.703 0.740 -1.964
H -1.947 1.038 1.429
H -1.272 1.991 -0.678
H 1.239 2.055 -0.743
H 1.258 0.178 0.081
H 0.437 -0.203 -2.340
O 0.866 -2.811 0.962
H 0.455 -1.857 1.124
H 0.055 -3.280 0.648
*
```

***

4.
C2H7NO3S2 | the ωB97M-V functional and the def2-TZVPD basis

orbital gap: 10.10 eV
E_HOMO: -9.506 eV

```
! RIJCOSX wB97M-V def2-TZVPD def2/J DEFGRID3
* xyz 0 1
C 2.117 -1.456 -0.105
C -1.990 1.682 0.112
N -0.364 -0.600 -0.655
O 1.008 0.779 0.908
O -2.979 -0.636 -0.774
O -1.965 -0.667 1.436
S 0.570 -0.602 0.721
S -1.976 -0.112 0.102
H 2.652 -0.776 -0.688
H 1.607 -2.105 -0.751
H 2.826 -1.767 0.736
H -1.127 1.840 0.659
H -1.823 2.162 -0.818
H -2.782 1.968 0.684
H -0.212 0.066 -1.305
*
```

***

5.
C2H7NO4P | the ωB97M-V functional and the def2-TZVPD basis

orbital gap (spin up / spin down): 4.70 / 6.60 eV
E_HOMO (spin up / spin down): -0.775 / -5.424 eV
⟨S²⟩: 2.01

```
! RIJCOSX wB97M-V def2-TZVPD def2/J DEFGRID3
* xyz -1 3
C -2.051 0.550 -1.035
C 0.056 0.083 -0.289
N -0.850 0.938 -0.121
O 2.409 0.396 -1.321
O 2.147 1.080 1.220
O 2.223 -1.330 0.739
O -0.390 -1.606 1.388
P 1.913 -0.020 0.065
H -2.806 0.245 -0.386
H -2.474 1.507 -1.542
H -1.645 -0.198 -1.710
H 0.005 -0.557 -1.143
H 1.253 1.678 1.084
H 0.533 -1.933 1.142
H -0.325 -0.833 1.909
*
```

***

6.
C2H7NOS | the ωB97M-V functional and the def2-TZVPD basis

orbital gap (spin up / spin down): 2.38 / 9.25 eV
E_HOMO (spin up / spin down): 1.036 / -5.912 eV
⟨S²⟩: 0.75

```
! RIJCOSX wB97M-V def2-TZVPD def2/J DEFGRID3
* xyz -1 2
S 1.965 -1.677 -2.057
H 0.753 -1.306 -1.554
H 2.096 -2.779 -1.283
C 0.493 0.757 0.292
C -0.868 0.122 0.362
N -1.741 0.883 1.123
O -1.198 -0.962 -0.250
H 0.615 1.551 0.962
H 0.652 1.014 -0.778
H 1.308 0.019 0.487
H -1.471 1.249 2.007
H -2.606 1.129 0.689
*
```

***

7.
C2H7NOS | the ωB97M-V functional and the def2-TZVPD basis

SMILES: NC=O.CS
orbital gap: 9.71 eV
E_HOMO: -9.147 eV

```
! RIJCOSX wB97M-V def2-TZVPD def2/J DEFGRID3
* xyz 0 1
N 3.185 0.195 -0.385
C 2.552 -0.644 0.506
O 2.648 -1.851 0.446
H 2.788 1.222 -0.425
H 3.654 -0.522 -1.077
H 1.767 -0.089 1.045
C -3.395 0.148 -0.914
S -2.163 0.971 0.332
H -3.186 -0.123 -2.032
H -4.239 0.783 -0.622
H -3.497 -0.803 -0.290
H -1.106 0.421 -0.354
*
```

***

8.
C2H7NOS | the ωB97M-V functional and the def2-TZVPD basis

SMILES: [NH3+][O-].CC=S
orbital gap: 8.55 eV
E_HOMO: -8.741 eV

```
! RIJCOSX wB97M-V def2-TZVPD def2/J DEFGRID3
* xyz 0 1
N 1.633 0.896 -0.232
O 1.460 -0.114 -1.114
H 0.699 1.324 0.141
H 2.111 0.392 0.657
H 2.195 1.677 -0.726
C -1.321 -0.322 -0.421
C -1.152 -0.950 0.888
S -0.238 -0.364 2.176
H -2.110 -0.869 -0.837
H -0.347 -0.327 -1.062
H -1.316 0.715 -0.442
H -1.613 -2.059 0.972
*
```